1.
Density functional theory data (ωB97M-V/def2-TZVPD) for a molecular structure, C23H23BBiI2N2O3Se3Te.

Atoms and positions in Å:
Bi  -0.96  -1.13  -1.78
I  -4.36  4.40  3.16
C  -3.62  2.69  2.18
C  -2.60  1.96  2.76
C  -2.13  0.84  2.10
I  -0.62  -0.31  2.98
C  -2.64  0.39  0.85
O  -2.21  -0.70  0.29
C  -3.68  1.18  0.30
C  -4.31  0.82  -1.02
N  -3.49  1.28  -2.14
C  -4.19  1.24  -3.41
C  -4.44  -0.16  -3.95
C  -5.45  -0.35  -4.89
C  -5.64  -1.61  -5.43
C  -4.81  -2.64  -5.01
C  -3.84  -2.36  -4.07
N  -3.65  -1.15  -3.55
C  -4.16  2.30  0.97
H  -2.18  2.24  3.72
H  -5.31  1.27  -1.06
H  -4.42  -0.27  -1.09
H  -3.20  2.23  -1.97
H  -3.58  1.77  -4.14
H  -5.16  1.75  -3.36
H  -6.08  0.48  -5.18
H  -6.41  -1.78  -6.16
H  -4.92  -3.65  -5.40
H  -3.17  -3.13  -3.70
H  -4.96  2.88  0.53
Se  -1.63  -3.41  -0.56
Se  -0.98  -5.11  -2.05
Te  1.40  -4.49  -2.50
Se  0.82  -2.32  -3.61
C  5.48  0.89  4.35
C  5.69  0.83  2.83
C  5.79  2.27  2.31
C  7.01  0.12  2.52
C  4.53  0.07  2.18
C  4.31  -1.27  2.54
C  3.28  -2.04  2.00
C  2.47  -1.42  1.07
O  1.39  -1.92  0.40
B  0.91  -0.87  -0.38
O  1.71  0.26  -0.19
C  2.66  -0.10  0.72
C  3.68  0.66  1.25
H  6.31  1.43  4.83
H  5.44  -0.11  4.79
H  4.55  1.40  4.59
H  6.64  2.77  2.79
H  4.89  2.84  2.54
H  5.95  2.29  1.23
H  7.85  0.67  2.96
H  7.17  0.06  1.44
H  7.03  -0.89  2.92
H  4.95  -1.73  3.28
H  3.12  -3.07  2.28
H  3.79  1.69  0.94

Output
LUMO energy ... 0.08050 Eh
Total charge ... -1
ΔE to the lowest compared entry with this formula, charge and spin ... 0.109 eV
Gap between HOMO and LUMO ... 0.2463 hartree

***

2.
Density functional theory data (ωB97M-V/def2-TZVPD) for a gas-phase ion, C9H6BrFNO3 (charge -1).

Atoms and positions in Å:
C  2.48  1.70  0.57
C  3.71  1.07  0.52
C  1.32  0.98  0.53
C  3.73  -0.33  0.26
C  1.23  -0.39  0.20
C  2.49  -1.03  0.00
C  -0.04  -0.94  0.13
C  -5.07  -0.73  -0.82
C  -3.57  0.01  -0.70
N  -1.10  -0.28  -0.15
O  -5.82  -0.12  -0.12
O  -5.09  -1.69  -1.53
O  -2.23  -0.87  0.00
F  2.51  -2.32  -0.10
Br  -3.74  1.56  0.39
H  2.50  2.81  0.70
H  4.71  1.71  0.54
H  0.47  1.53  0.69
H  4.70  -0.94  0.15
H  -0.15  -2.00  0.34
H  -3.05  0.29  -1.59

Output
LUMO energy ... 0.10664 Eh
Total charge ... -1
Gap between HOMO and LUMO ... 0.2976 hartree

***

3.
Density functional theory data (ωB97M-V/def2-TZVPD) for a molecular structure, C29H27GeIN3O2RuSe4.

Atoms and positions in Å:
Ru  -2.04  1.97  1.02
Se  -1.88  2.01  3.50
Se  -1.50  -0.16  4.01
Se  -3.13  -1.25  2.43
Se  -3.89  0.53  1.23
N  -3.18  2.40  -3.09
C  -1.86  2.75  -3.25
C  -1.31  2.64  -2.01
N  -2.27  2.24  -1.12
C  -3.38  2.10  -1.79
H  -3.88  2.37  -3.81
H  -1.45  3.03  -4.20
H  -0.30  2.83  -1.69
H  -4.33  1.77  -1.39
O  -0.50  0.60  1.12
C  0.38  1.49  0.98
O  -0.01  2.67  0.70
C  1.83  1.18  1.21
C  2.11  -0.27  1.55
Ge  1.86  -1.71  0.23
C  3.14  -1.42  -1.22
C  4.43  -0.98  -0.91
C  5.38  -0.79  -1.90
C  5.05  -1.02  -3.23
C  3.78  -1.45  -3.56
C  2.83  -1.65  -2.56
C  0.08  -1.98  -0.53
C  -0.70  -3.07  -0.15
C  -1.95  -3.28  -0.71
C  -2.43  -2.41  -1.67
C  -1.67  -1.32  -2.07
C  -0.42  -1.11  -1.49
C  2.37  -3.32  1.21
C  3.32  -4.21  0.71
C  3.67  -5.35  1.42
C  3.06  -5.62  2.64
C  2.12  -4.74  3.15
C  1.77  -3.60  2.44
H  2.10  1.81  2.06
H  2.41  1.56  0.37
H  1.54  -0.55  2.44
H  3.17  -0.36  1.82
H  4.71  -0.80  0.12
H  6.38  -0.45  -1.64
H  5.79  -0.86  -4.01
H  3.52  -1.65  -4.59
H  1.84  -2.01  -2.83
H  -0.33  -3.76  0.60
H  -2.54  -4.13  -0.39
H  -3.41  -2.58  -2.11
H  -2.03  -0.65  -2.83
H  0.15  -0.24  -1.80
H  3.80  -4.01  -0.24
H  4.41  -6.03  1.02
H  3.33  -6.51  3.20
H  1.64  -4.95  4.10
H  1.03  -2.93  2.85
I  -7.13  5.24  1.58
C  -5.06  5.14  1.42
C  -4.27  6.28  1.43
C  -2.90  6.13  1.32
C  -2.37  4.86  1.19
N  -3.13  3.76  1.18
C  -4.45  3.89  1.30
H  -4.72  7.26  1.53
H  -2.24  6.99  1.33
H  -1.30  4.70  1.09
H  -5.03  2.98  1.32

Output
Spin multiplicity ... 2
LUMO energy (spin up / spin down) ... -0.00334 / -0.02955 Eh
⟨S²⟩ ... 0.760
Total charge ... 0
ΔE to the lowest compared entry with this formula, charge and spin ... 0.000 eV
Gap between HOMO and LUMO (spin up / spin down) ... 0.2390 / 0.2063 hartree

***

4.
Density functional theory data (ωB97M-V/def2-TZVPD) for a gas-phase ion, C3H11N2S (charge +2).

Atoms and positions in Å:
N  0.54  1.30  -0.70
C  0.28  0.14  0.34
C  -0.86  -0.79  -0.07
S  -0.47  -2.00  -1.40
C  0.04  0.80  1.70
N  0.77  2.04  1.81
H  0.28  1.13  -1.66
H  1.52  1.59  -0.61
H  0.05  2.12  -0.32
H  1.26  -0.33  0.28
H  -1.76  -0.29  -0.41
H  -1.05  -1.45  0.79
H  -0.41  -1.14  -2.44
H  -1.03  0.99  1.85
H  0.30  0.12  2.51
H  0.26  2.73  2.36
H  1.70  1.96  2.21

Output
Spin multiplicity ... 2
LUMO energy (spin up / spin down) ... -0.30448 / -0.49154 Eh
⟨S²⟩ ... 0.753
Total charge ... +2
ΔE to the lowest compared entry with this formula, charge and spin ... 1.701 eV
Gap between HOMO and LUMO (spin up / spin down) ... 0.3585 / 0.1692 hartree

***

5.
Density functional theory data (ωB97M-V/def2-TZVPD) for a molecular structure, Ca2H10N4O17.

Atoms and positions in Å:
Ca  0.41  -1.47  -1.94
Ca  -1.18  3.55  -0.23
N  1.82  3.20  -1.99
O  2.83  3.61  -1.37
O  0.67  3.47  -1.53
O  1.96  2.56  -3.04
N  -2.35  -2.24  -0.09
O  -1.96  -3.43  -0.03
O  -1.71  -1.48  -0.89
O  -3.27  -1.80  0.57
N  0.19  0.44  0.89
O  -0.10  1.46  0.22
O  0.79  -0.48  0.27
O  -0.18  0.30  2.04
N  -3.63  1.52  -1.93
O  -4.72  1.20  -1.47
O  -2.72  1.98  -1.16
O  -3.36  1.41  -3.14
O  2.82  -2.12  2.07
H  2.24  -2.75  2.52
H  2.27  -1.73  1.38
O  1.80  -0.56  4.35
H  1.91  -1.20  3.63
H  2.35  -0.91  5.07
O  -0.54  0.33  -2.89
H  -0.31  0.74  -3.73
H  -0.98  1.03  -2.38
O  -1.47  -1.99  3.50
H  -1.13  -1.13  3.21
H  -0.72  -2.58  3.48
O  2.37  -0.32  -1.89
H  2.76  -0.10  -1.03
H  3.13  -0.51  -2.46

Output
LUMO energy ... -0.07523 Eh
Total charge ... 0
ΔE to the lowest compared entry with this formula, charge and spin ... 0.000 eV
Gap between HOMO and LUMO ... 0.2483 hartree

***

6.
Density functional theory data (ωB97M-V/def2-TZVPD) for 2 unconnected molecules or ions with the total composition C3H10N2O.

Atoms and positions in Å:
C  -0.55  1.26  1.81
C  0.28  0.64  0.73
C  0.83  -0.56  0.86
N  1.55  -1.29  -0.12
N  0.13  1.14  -0.64
H  -1.56  1.41  1.49
H  -0.52  0.60  2.69
H  -0.16  2.24  2.09
H  0.81  -1.05  1.82
H  1.29  -0.98  -1.05
H  2.55  -1.16  -0.02
H  -0.82  1.48  -0.66
H  0.82  1.86  -0.80
H  -1.20  -2.47  -2.35
H  -1.73  -1.08  -2.82
O  -1.73  -2.03  -3.02

Output
LUMO energy ... 0.02692 Eh
Total charge ... 0
ΔE to the lowest compared entry with this formula, charge and spin ... 1.403 eV
Gap between HOMO and LUMO ... 0.3375 hartree

***

Please write out number 5 again, unchanged.
Density functional theory data (ωB97M-V/def2-TZVPD) for a molecular structure, Ca2H10N4O17.

Atoms and positions in Å:
Ca  0.41  -1.47  -1.94
Ca  -1.18  3.55  -0.23
N  1.82  3.20  -1.99
O  2.83  3.61  -1.37
O  0.67  3.47  -1.53
O  1.96  2.56  -3.04
N  -2.35  -2.24  -0.09
O  -1.96  -3.43  -0.03
O  -1.71  -1.48  -0.89
O  -3.27  -1.80  0.57
N  0.19  0.44  0.89
O  -0.10  1.46  0.22
O  0.79  -0.48  0.27
O  -0.18  0.30  2.04
N  -3.63  1.52  -1.93
O  -4.72  1.20  -1.47
O  -2.72  1.98  -1.16
O  -3.36  1.41  -3.14
O  2.82  -2.12  2.07
H  2.24  -2.75  2.52
H  2.27  -1.73  1.38
O  1.80  -0.56  4.35
H  1.91  -1.20  3.63
H  2.35  -0.91  5.07
O  -0.54  0.33  -2.89
H  -0.31  0.74  -3.73
H  -0.98  1.03  -2.38
O  -1.47  -1.99  3.50
H  -1.13  -1.13  3.21
H  -0.72  -2.58  3.48
O  2.37  -0.32  -1.89
H  2.76  -0.10  -1.03
H  3.13  -0.51  -2.46

Output
LUMO energy ... -0.07523 Eh
Total charge ... 0
ΔE to the lowest compared entry with this formula, charge and spin ... 0.000 eV
Gap between HOMO and LUMO ... 0.2483 hartree

***

Q: What is the formula in the sixth record?
A: C3H10N2O